Record 1
C14H40AsCl4F6O14P2 | ωB97M-V/def2-TZVPD

Net charge: -1
Highest occupied orbital energy: -7.5 eV
E: -6969.592714 Eh

Structure (XYZ):
```
81
Properties=species:S:1:pos:R:3:lowdin_charge:R:1
As 4.37556 -18.90208 18.97494 0.809
F 4.50909 -19.82048 20.48722 -0.262
F 3.44205 -17.68524 19.82077 -0.255
F 4.18441 -18.00238 17.50367 -0.250
F 5.36707 -20.01595 18.08613 -0.232
F 2.86740 -19.77500 18.68910 -0.249
F 5.81763 -17.99606 19.43549 -0.256
C 1.72327 -15.36435 18.07016 -0.111
O 1.91298 -14.12574 17.42952 -0.209
P 0.72966 -13.46683 16.56128 0.369
O -0.56066 -13.25949 17.24421 -0.238
O 1.30035 -12.07394 16.08876 -0.195
C 2.65937 -11.95485 15.66237 -0.099
O 0.71005 -14.32017 15.22600 -0.195
C 0.35570 -15.69516 15.20538 -0.114
H 1.05457 -16.05140 17.55771 0.074
H 1.52313 -15.37767 19.14387 0.100
H 2.66297 -15.92779 18.07255 0.049
H 2.74890 -11.23063 14.85869 0.086
H 3.04801 -12.90946 15.29504 0.066
H 3.30727 -11.72815 16.50963 0.083
H -0.03642 -15.93271 14.21393 0.079
H -0.48069 -15.97608 15.84644 0.100
H 1.19125 -16.38315 15.30438 0.065
C 0.86431 -19.99363 10.70378 -0.090
O 1.83690 -19.80864 11.74599 -0.221
P 1.25102 -19.52204 13.19191 0.377
O 0.32837 -18.40689 13.37715 -0.212
O 0.58432 -20.97005 13.53809 -0.227
C 1.35570 -22.17297 13.48067 -0.094
O 2.58246 -19.42589 14.05208 -0.189
C 2.38887 -19.05855 15.42521 -0.098
H 0.76947 -21.07068 10.57928 0.086
H 1.20265 -19.46120 9.82079 0.088
H -0.14074 -19.62374 10.91443 0.087
H 2.27456 -21.88483 12.96463 0.083
H 0.79696 -22.98696 13.02479 0.085
H 1.67811 -22.54322 14.45736 0.078
H 3.21026 -19.45854 16.01603 0.066
H 1.43036 -19.37336 15.82855 0.099
H 2.57918 -18.00189 15.62325 0.068
C 9.32223 -19.89502 22.38953 -0.248
C 8.45606 -18.90741 21.61221 -0.253
O 8.90493 -18.53394 20.32515 -0.059
O 8.94330 -21.24615 22.14826 -0.067
H 9.31463 -19.64294 23.45634 0.111
H 10.36277 -19.76640 22.05665 0.116
H 8.43798 -17.98980 22.21565 0.111
H 7.39454 -19.16738 21.63577 0.117
H 8.17229 -18.58950 19.70273 0.066
H 9.48410 -21.74983 22.76648 0.077
C 5.15274 -23.77743 22.52891 -0.251
C 4.97052 -22.38432 23.10505 -0.238
O 4.15627 -21.57871 22.26700 -0.106
O 5.99532 -23.72105 21.38474 -0.072
H 4.22633 -24.32850 22.35970 0.115
H 5.74421 -24.38242 23.22677 0.108
H 5.96935 -21.94891 23.21155 0.115
H 4.43179 -22.32820 24.05199 0.114
H 4.59779 -21.30596 21.44968 0.043
H 5.50415 -23.98226 20.59331 0.043
C 3.24226 -23.51256 18.95434 -0.207
C 3.24418 -22.96738 17.52693 -0.248
O 2.21024 -22.03382 17.28133 -0.084
O 4.21701 -24.54999 19.15011 -0.081
H 2.28120 -24.01964 19.10404 0.123
H 3.37269 -22.73546 19.70831 0.113
H 3.19608 -23.76429 16.78722 0.116
H 4.20031 -22.43551 17.42621 0.115
H 2.31519 -21.30956 17.92661 0.047
H 3.76965 -25.37906 19.30675 0.085
C 5.58864 -15.13337 17.78920 -1.016
Cl 5.88730 -13.47188 18.27490 0.508
Cl 5.33297 -15.10451 16.03468 0.502
H 6.40312 -15.77286 18.10455 0.028
H 4.62117 -15.46811 18.14158 -0.020
C 3.00582 -18.39901 23.00683 -1.015
Cl 2.18667 -16.80998 22.98176 0.480
Cl 3.73986 -18.71723 24.58360 0.490
H 2.27412 -19.17242 22.82128 0.029
H 3.84053 -18.35524 22.32062 -0.008
```

***

Record 2
C3H4N2O | ωB97M-V/def2-TZVPD

Highest occupied orbital energy: -10.8 eV
E: -301.407390 Eh

Structure (XYZ):
```
10
Properties=species:S:1:pos:R:3:nbo_charge:R:1
C -1.62818 0.08626 -0.04707 -0.643
C -0.13597 -0.10619 -0.13830 0.317
N 0.32296 -0.89591 -1.03792 -0.093
O 1.98915 -0.69742 -0.65178 -0.382
C 1.90901 0.13619 0.34057 0.423
N 0.72837 0.53799 0.71148 -0.548
H -2.20385 -0.49213 -0.77540 0.238
H -1.93345 -0.21234 0.95831 0.242
H -1.82598 1.14896 -0.20239 0.242
H 2.78551 0.51593 0.87552 0.204
```